{
  "formula": "C25H32BrF7INO8S",
  "method": "wB97M-V/def2-TZVPD",
  "smiles": "CCN(CCC1=C(C[C@H](C)I)C(=O)c2c(ccc(S(=O)(=O)C(F)(F)C(F)(F)C(F)(F)F)c2Br)C1=O)C(C)=O.CO.CO.CO",
  "total_energy_ev": -152303.16726,
  "e_lumo_ev": -1.90,
  "gap_ev": 7.5,
  "charge": 0,
  "homo_ev": -9.40,
  "species": ["C", "C", "N", "C", "C", "C", "C", "C", "C", "C", "I", "C", "O", "C", "C", "C", "C", "C", "S", "O", "O", "C", "F", "F", "C", "F", "F", "C", "F", "F", "F", "C", "Br", "C", "O", "C", "C", "O", "H", "H", "H", "H", "H", "H", "H", "H", "H", "H", "H", "H", "H", "H", "H", "H", "H", "H", "H", "H", "C", "O", "H", "H", "H", "H", "C", "O", "H", "H", "H", "H", "C", "O", "H", "H", "H", "H"],
  "positions_angstrom": [[-5.9276, -2.1702, -1.9580], [-4.5786, -1.2831, -1.8357], [-4.1742, -0.6666, -3.1315], [-3.7988, -1.6686, -4.1644], [-2.4707, -1.3212, -4.9888], [-1.2661, -0.7734, -4.1117], [-0.0356, -1.4888, -3.9417], [0.2602, -2.9169, -4.6231], [0.1658, -4.1543, -3.5714], [-0.6648, -5.3739, -4.2198], [-0.8092, -3.5936, -1.6851], [1.1904, -0.9008, -3.0736], [2.3873, -1.1714, -3.3155], [0.7509, 0.0302, -1.8306], [-0.5814, 0.8094, -2.0109], [-1.1435, 1.7033, -0.8851], [-0.3192, 1.8136, 0.4186], [1.0332, 1.0947, 0.6411], [1.9102, 1.3789, 2.2476], [3.4029, 1.5657, 2.0552], [1.7301, 0.1933, 3.1858], [1.2062, 2.8728, 3.1753], [-0.0265, 2.4075, 3.7434], [0.9866, 3.9498, 2.2613], [2.2244, 3.4412, 4.2901], [3.0928, 4.3514, 3.6087], [3.0479, 2.4383, 4.8584], [1.4903, 4.3224, 5.4362], [1.2417, 3.5887, 6.6130], [0.3172, 4.9549, 4.9735], [2.4049, 5.3579, 5.8023], [1.5611, 0.1714, -0.5281], [3.2655, -0.8048, -0.2501], [-1.3610, 0.6669, -3.3937], [-2.0068, 1.6061, -3.9244], [-5.1320, 0.3310, -3.6160], [-5.1361, 1.7588, -2.8498], [-5.9727, 0.1769, -4.5338], [-6.1118, -2.8234, -1.0346], [-6.7952, -1.4291, -2.1443], [-5.9118, -2.8724, -2.8682], [-4.7795, -0.4377, -1.0766], [-3.7552, -1.9829, -1.4472], [-4.6254, -1.9276, -4.9112], [-3.5807, -2.6526, -3.5947], [-2.2234, -2.2319, -5.6319], [-2.7359, -0.4788, -5.7374], [-0.3171, -3.0892, -5.5876], [1.3755, -2.8693, -4.9278], [1.2391, -4.5018, -3.3356], [-0.0214, -6.3312, -4.1742], [-1.5806, -5.5796, -3.5489], [-1.0177, -5.1612, -5.2916], [-2.1363, 2.2310, -1.0758], [-0.7249, 2.4540, 1.2642], [-6.1743, 1.9684, -2.3929], [-4.3932, 1.6896, -1.9713], [-4.8384, 2.5362, -3.6255], [2.8808, -4.3162, 1.8310], [2.2041, -3.6236, 0.7920], [3.1290, -5.3190, 1.4814], [3.8003, -3.7856, 2.0901], [2.2333, -4.3894, 2.7085], [1.9966, -2.7419, 1.1268], [4.4327, -1.9723, 5.0769], [4.0529, -1.6288, 3.7538], [4.4104, -3.0577, 5.1790], [5.4453, -1.6114, 5.2758], [3.7322, -1.5278, 5.7889], [4.0808, -0.6648, 3.6916], [4.6059, 7.3548, 6.8409], [5.5362, 8.3551, 6.4534], [4.7839, 7.0938, 7.8844], [3.5877, 7.7372, 6.7325], [4.7397, 6.4667, 6.2183], [5.3580, 8.5677, 5.5289]],
  "lowdin_charge": [-0.088, -0.216, -0.112, -0.181, -0.099, -0.065, -0.142, -0.176, -0.666, -0.182, 0.890, -0.264, 0.035, -0.054, -0.011, 0.040, -0.010, -0.219, 0.826, -0.351, -0.328, -0.314, 0.046, 0.048, -0.209, 0.080, 0.097, -0.301, 0.117, 0.115, 0.081, -0.425, 0.844, -0.229, 0.054, -0.395, -0.015, 0.036, 0.081, 0.084, 0.078, 0.123, 0.087, 0.131, 0.114, 0.111, 0.135, 0.099, 0.123, 0.096, 0.085, 0.037, 0.078, 0.107, 0.095, 0.095, 0.058, 0.092, -0.159, -0.213, 0.077, 0.067, 0.079, 0.010, -0.154, -0.149, 0.077, 0.076, 0.077, 0.052, -0.174, -0.127, 0.082, 0.073, 0.067, 0.075]
}